No. 1
This record from the Open Molecules 2025 dataset describes a molecular structure, C42H38N8PbS5 in a non-equilibrium geometry. The level of theory is ωB97M-V with the def2-TZVPD basis set.

Last column: Mulliken charge in e.
CARTESIAN COORDINATES (ANGSTROEM)
N (-2.612, -1.768, -0.258)  -0.40
H (0.366, 7.562, 2.095)  0.42
Pb (-0.389, -0.122, -0.254)  0.95
S (-2.548, 1.372, 0.552)  -0.43
H (3.578, 4.946, 2.671)  0.51
C (1.391, 2.519, 4.727)  -0.75
C (5.467, 1.253, -1.417)  -0.04
C (4.577, -2.371, -0.376)  -0.46
C (2.721, 2.998, 2.812)  0.38
H (6.916, -1.725, 2.613)  0.44
H (8.743, 4.245, 1.043)  0.42
C (-0.927, 4.612, 3.145)  -0.62
C (7.259, 3.161, 2.137)  -0.94
C (5.372, -0.926, 1.371)  0.10
C (0.771, 4.273, -1.628)  0.23
H (-1.553, 4.196, 3.920)  0.59
C (5.060, 3.195, 1.200)  0.23
H (7.118, 2.287, -2.301)  0.47
N (0.010, -2.745, 0.224)  -0.36
C (-0.818, 4.832, -3.324)  -0.73
N (3.348, 1.062, 1.102)  -0.28
H (1.246, 4.102, 6.158)  0.45
H (0.724, -2.758, 0.939)  0.18
C (4.102, 1.053, -1.460)  0.03
C (-0.637, 5.967, 3.126)  -0.69
H (-1.440, -3.249, 1.603)  0.34
S (-0.589, 0.033, 2.340)  -0.51
C (3.887, 2.578, -3.282)  -0.57
C (2.976, 4.279, 3.272)  -0.89
H (-3.272, -1.456, -0.958)  0.18
N (2.020, -0.613, -0.606)  -0.93
C (-0.511, 4.180, -2.142)  -1.04
H (-1.810, 4.761, -3.738)  0.46
H (7.005, -3.882, 1.422)  0.41
H (3.887, -2.528, -1.190)  0.47
C (1.659, 3.790, 5.211)  -0.62
S (3.353, 2.593, 1.182)  1.06
C (0.156, 6.502, 2.121)  -0.80
H (5.507, -4.298, -0.493)  0.42
C (6.268, -1.905, 1.768)  -0.74
C (7.705, 3.957, 1.093)  -0.59
H (-1.032, 6.614, 3.896)  0.41
H (-2.002, -3.379, -1.398)  0.33
H (5.296, 0.011, 1.899)  0.37
H (4.784, 4.303, -0.585)  0.48
C (2.446, 4.673, 4.486)  -0.76
C (4.533, -1.164, 0.300)  -0.14
H (5.712, 3.491, -3.932)  0.41
H (3.273, 3.096, -4.004)  0.57
N (0.632, 1.912, -0.284)  -0.56
C (0.668, 5.679, 1.133)  -0.94
N (2.709, 3.517, 0.111)  0.18
H (-0.637, 2.734, 2.127)  -0.05
C (-0.424, 3.788, 2.152)  0.24
C (5.475, -3.348, 0.020)  -0.77
H (1.291, 6.075, 0.345)  0.49
C (5.256, 2.796, -3.242)  -0.75
C (-1.158, -3.525, 0.584)  -0.64
H (5.559, 2.163, 3.001)  0.49
C (5.930, 2.776, 2.194)  -1.00
C (1.754, 4.996, -2.273)  0.22
H (-1.240, 3.588, -1.610)  0.55
H (7.175, 4.992, -0.710)  0.52
C (-3.176, 0.501, 3.050)  0.19
C (3.307, 1.692, -2.391)  -0.45
N (-5.633, 1.106, 2.711)  -0.61
H (2.747, 5.037, -1.851)  0.37
C (6.318, -3.115, 1.096)  -0.46
C (-2.216, 0.631, 2.065)  1.07
H (2.639, 5.668, 4.858)  0.44
H (2.246, 1.491, -2.380)  0.56
H (2.204, 6.205, -3.980)  0.45
H (0.413, -3.043, -0.655)  0.21
C (-4.517, 0.852, 2.838)  -0.15
H (0.750, 1.845, 5.276)  0.49
C (1.442, 5.643, -3.459)  -0.71
C (-2.886, -0.019, 4.316)  -0.05
S (1.060, 3.286, -0.143)  1.64
H (-2.998, -1.542, 0.653)  0.16
C (6.049, 2.127, -2.322)  -0.78
H (-0.073, 6.061, -4.910)  0.40
C (-2.310, -3.183, -0.366)  -0.68
H (1.714, 1.136, 3.105)  0.62
C (0.162, 5.560, -3.982)  -0.61
C (6.827, 4.378, 0.108)  -0.80
H (7.948, 2.834, 2.901)  0.47
C (5.498, 3.997, 0.162)  0.14
C (1.928, 2.111, 3.515)  -0.57
S (3.257, 0.032, -0.213)  1.68
N (-2.680, -0.424, 5.375)  -0.62
C (0.370, 4.332, 1.163)  0.44
H (-0.980, -4.612, 0.552)  0.37
H (6.070, 0.735, -0.685)  0.45
H (-3.173, -3.831, -0.138)  0.35

HOMO energy = -6.50 eV
molecular weight = 1022.4 g/mol
energy = -115507.88562 eV
total charge = 0
ΔE to the lowest compared entry with this formula, charge and spin = 8.7 kcal per mole
LUMO = -0.0103 Eh

No. 2
This record from the Open Molecules 2025 dataset describes 2 unconnected molecules or ions with the total composition C42H38O3P in a non-equilibrium geometry. The level of theory is ωB97M-V with the def2-TZVPD basis set.

Last column: Mulliken charge in e.
CARTESIAN COORDINATES (ANGSTROEM)
H (4.963, -5.120, 1.955)  0.36
H (2.062, 3.003, 1.074)  0.43
H (-6.180, -1.391, 1.291)  0.41
C (-1.986, 7.837, 0.614)  0.13
H (3.640, -3.681, 3.519)  0.24
H (-6.320, 5.781, 2.157)  0.29
O (-4.642, 4.736, 2.773)  -0.31
C (-5.189, -3.095, 2.163)  1.08
O (3.681, -1.032, 3.531)  -0.43
C (0.631, 4.590, 1.298)  -0.23
H (1.781, -2.744, 4.324)  0.51
H (-3.869, 8.196, -2.202)  0.39
H (-3.629, 10.601, -1.566)  0.39
C (-5.934, 5.297, 3.064)  -0.13
C (1.416, -1.911, 3.719)  -0.67
H (-7.843, 4.659, 3.677)  0.39
H (-3.932, -4.657, 2.945)  0.33
C (4.473, -1.862, 2.726)  0.66
H (6.790, -1.583, 0.266)  0.36
H (-7.227, -3.335, 2.801)  0.35
H (-5.846, 6.040, 3.864)  0.28
H (2.528, 8.433, 4.112)  0.40
C (-1.720, -0.626, 2.012)  -0.19
C (-2.440, 10.177, 0.187)  -0.71
C (-2.786, -2.890, 2.476)  -0.50
P (-1.306, 6.499, 1.624)  2.53
C (-1.847, 9.188, 0.974)  -0.48
C (0.273, 6.001, -0.657)  -0.40
C (-2.723, 7.488, -0.528)  -0.17
C (-3.754, 5.741, 2.511)  0.32
C (-0.632, 8.028, 5.339)  -0.69
O (-4.079, 6.937, 2.662)  -0.73
H (-6.286, -4.840, 2.759)  0.37
C (-6.454, -3.887, 2.253)  -1.39
C (0.726, 8.359, 5.309)  -0.48
C (1.562, 3.837, 0.583)  -0.47
C (5.379, -1.253, 1.850)  -0.37
C (-5.227, -1.791, 1.644)  -0.68
C (2.313, -0.931, 3.279)  0.21
H (1.452, 7.454, 2.097)  0.42
C (-1.243, 7.495, 4.204)  -0.16
C (1.863, 0.197, 2.574)  -0.60
C (-6.869, 4.204, 3.498)  -1.27
H (-2.305, 7.246, 4.205)  0.32
C (6.105, -2.056, 0.972)  -0.39
H (-0.230, 6.843, -1.133)  0.38
C (-3.307, 8.483, -1.314)  -0.80
H (-1.227, 8.182, 6.239)  0.43
C (5.958, -3.445, 1.004)  -0.51
H (-2.241, 4.224, 2.004)  0.48
H (-6.995, 3.436, 2.732)  0.30
H (-0.614, -2.545, 3.776)  0.48
C (-2.457, 5.282, 2.071)  -0.75
C (0.871, 7.618, 3.007)  -0.23
H (0.393, 4.334, 2.333)  0.43
H (-2.839, 6.435, -0.793)  0.45
H (5.467, -0.167, 1.849)  0.42
C (1.472, 8.164, 4.142)  -0.71
H (-1.288, 9.455, 1.872)  0.32
C (-3.957, -3.631, 2.565)  -0.89
H (2.570, 3.568, -1.304)  0.40
H (2.576, 0.977, 2.306)  0.43
H (1.200, 8.773, 6.197)  0.38
H (-6.868, -4.098, 1.258)  0.34
H (-6.545, 3.742, 4.433)  0.31
H (1.428, 5.497, -2.399)  0.41
C (-0.492, 7.275, 3.041)  -0.26
C (1.846, 4.162, -0.748)  -0.59
C (0.074, -1.809, 3.373)  -0.31
H (6.533, -4.068, 0.318)  0.38
H (-4.114, -0.010, 1.189)  0.40
C (-3.167, 9.827, -0.955)  -0.47
C (0.540, 0.261, 2.192)  -0.30
C (5.080, -4.037, 1.917)  -0.49
C (4.334, -3.249, 2.797)  -0.38
H (-2.333, 11.223, 0.475)  0.40
H (-1.914, 0.314, 1.491)  0.34
C (-0.011, 5.674, 0.679)  -0.22
H (0.193, 1.117, 1.612)  0.34
C (-2.816, -1.523, 2.050)  0.77
C (-0.402, -0.763, 2.526)  0.64
C (1.206, 5.241, -1.363)  -0.71
H (-1.842, -3.373, 2.713)  0.43
C (-4.080, -1.026, 1.587)  -0.78

HOMO energy = -9.20 eV
molecular weight = 621.7 g/mol
energy = -59594.44188 eV
total charge = +1
ΔE to the lowest compared entry with this formula, charge and spin = 0.0 kcal per mole
LUMO = -0.2034 Eh